# 1
{"formula": "C58H125F6NO28", "method": "ωB97M-V/def2-TZVPD", "elements": ["C", "C", "O", "C", "O", "C", "F", "F", "F", "H", "H", "H", "H", "H", "C", "C", "O", "C", "O", "C", "F", "F", "F", "H", "H", "H", "H", "H", "C", "O", "C", "C", "O", "C", "C", "O", "C", "H", "H", "H", "H", "H", "H", "H", "H", "H", "H", "H", "H", "H", "H", "C", "O", "C", "C", "O", "C", "C", "O", "C", "H", "H", "H", "H", "H", "H", "H", "H", "H", "H", "H", "H", "H", "H", "C", "O", "C", "C", "O", "C", "C", "O", "C", "H", "H", "H", "H", "H", "H", "H", "H", "H", "H", "H", "H", "H", "H", "C", "O", "C", "C", "O", "C", "C", "O", "C", "H", "H", "H", "H", "H", "H", "H", "H", "H", "H", "H", "H", "H", "H", "C", "O", "C", "C", "O", "C", "C", "O", "C", "H", "H", "H", "H", "H", "H", "H", "H", "H", "H", "H", "H", "H", "H", "C", "O", "C", "C", "O", "C", "C", "O", "C", "H", "H", "H", "H", "H", "H", "H", "H", "H", "H", "H", "H", "H", "H", "C", "O", "C", "C", "O", "C", "C", "O", "C", "H", "H", "H", "H", "H", "H", "H", "H", "H", "H", "H", "H", "H", "H", "C", "O", "C", "C", "O", "C", "C", "O", "C", "H", "H", "H", "H", "H", "H", "H", "H", "H", "H", "H", "H", "H", "H", "C", "C", "N", "H", "H", "H"], "positions_angstrom": [[-1.02551, -5.44761, 8.44464], [-1.69961, -5.56407, 7.07595], [-2.00807, -4.25215, 6.60947], [-2.92549, -4.04288, 5.69863], [-3.64786, -4.88336, 5.23589], [-3.14728, -2.54559, 5.42222], [-4.34208, -2.35616, 4.86278], [-3.15162, -1.86264, 6.57018], [-2.21414, -2.08610, 4.57864], [-1.61996, -4.76993, 9.05693], [-0.06715, -4.94826, 8.30738], [-0.97121, -6.43751, 8.88600], [-2.61454, -6.15269, 7.16433], [-1.08676, -6.09500, 6.34620], [0.42972, 0.76307, -0.13875], [-0.83248, -0.07245, -0.20079], [-1.51433, 0.26135, 1.03229], [-2.82084, 0.09975, 1.10812], [-3.49071, -0.54849, 0.35600], [-3.46341, 0.89192, 2.27290], [-4.07068, 0.10874, 3.13429], [-2.47970, 1.57032, 2.88037], [-4.31230, 1.78765, 1.79825], [0.96359, 0.68306, -1.08654], [1.10018, 0.36588, 0.62352], [0.16158, 1.78880, 0.11017], [-0.58101, -1.13554, -0.14571], [-1.40773, 0.09202, -1.10867], [5.44178, -0.21182, -5.50834], [4.70860, 0.61672, -6.37472], [3.37153, 0.22686, -6.61679], [2.44000, 0.36903, -5.42186], [2.55917, -0.79619, -4.63039], [1.45469, -0.99222, -3.77528], [1.53640, -2.32723, -3.03803], [1.16922, -3.41397, -3.84653], [1.76163, -3.54711, -5.13060], [4.96104, -0.26509, -4.52785], [6.46440, 0.14024, -5.37029], [5.55683, -1.21348, -5.94347], [3.25577, -0.77046, -7.05266], [3.11151, 0.94745, -7.39349], [1.38955, 0.49518, -5.70876], [2.67328, 1.29020, -4.87648], [0.50297, -1.03926, -4.31444], [1.39406, -0.18598, -3.03768], [0.84354, -2.25347, -2.19787], [2.53424, -2.50452, -2.61488], [1.44753, -4.52582, -5.48882], [2.84092, -3.41892, -5.09765], [1.29882, -2.85307, -5.83684], [-10.48703, 0.13699, 3.76193], [-9.39516, -0.07163, 2.91595], [-9.78496, -0.49809, 1.62280], [-8.60095, -0.60480, 0.69404], [-7.66269, -1.54542, 1.20771], [-6.38766, -1.50164, 0.59520], [-6.36931, -1.94336, -0.85121], [-6.90560, -0.97223, -1.72900], [-6.56657, -1.26523, -3.06125], [-11.22617, 0.86569, 3.41280], [-10.14965, 0.49340, 4.73417], [-10.99231, -0.81903, 3.94866], [-10.48907, 0.23207, 1.19701], [-10.39568, -1.39450, 1.79729], [-8.07667, 0.35596, 0.66799], [-8.89361, -0.89955, -0.31387], [-5.77787, -2.17255, 1.19838], [-5.96849, -0.49581, 0.68617], [-6.85502, -2.91448, -1.00032], [-5.30619, -2.11125, -1.07158], [-5.48644, -1.41803, -3.17867], [-6.89728, -0.45059, -3.70040], [-7.00571, -2.24276, -3.31024], [-2.16267, -4.57343, 0.10620], [-1.21945, -4.97032, 1.09348], [-1.52327, -4.46211, 2.37682], [-0.45583, -4.90078, 3.32909], [0.84978, -4.45709, 3.00256], [1.81254, -4.90498, 3.93295], [3.19141, -4.53533, 3.42989], [3.67124, -5.51425, 2.55228], [4.83724, -5.17582, 1.83497], [-2.16092, -3.47243, 0.04109], [-3.16733, -4.80680, 0.46867], [-1.78651, -4.91502, -0.85274], [-2.51220, -4.80315, 2.70198], [-1.55920, -3.36323, 2.35315], [-0.40867, -5.99764, 3.28825], [-0.71170, -4.58808, 4.34775], [1.76352, -5.98383, 4.11848], [1.65388, -4.40288, 4.89531], [3.79145, -4.49077, 4.35174], [3.17188, -3.54831, 2.95736], [5.56796, -4.74048, 2.52420], [4.60145, -4.45756, 1.04021], [5.21320, -6.08299, 1.36846], [0.79392, 0.40722, 3.77168], [1.68033, 0.17552, 4.86304], [2.75246, -0.65476, 4.46255], [3.64959, -0.09676, 3.38259], [4.23082, 1.10909, 3.78595], [5.18923, 1.50442, 2.82589], [5.76874, 2.82924, 3.28320], [6.71062, 3.40645, 2.40051], [8.01035, 2.90197, 2.54283], [1.13939, 1.23040, 3.14534], [-0.15048, 0.80342, 4.16215], [0.50077, -0.55085, 3.33794], [2.39290, -1.66845, 4.23205], [3.31888, -0.84951, 5.37979], [3.12116, -0.05114, 2.41830], [4.39295, -0.86735, 3.11663], [4.75184, 1.63079, 1.82987], [5.98482, 0.75821, 2.74765], [6.15423, 2.85387, 4.31127], [4.96942, 3.56652, 3.42343], [8.20256, 2.08835, 1.83773], [8.28534, 2.61397, 3.56446], [8.73687, 3.69643, 2.34214], [9.13028, -3.67336, 4.38260], [8.88970, -2.39245, 3.80559], [8.08361, -2.47154, 2.64407], [8.13130, -1.13945, 1.90490], [6.88217, -0.81513, 1.35959], [6.61461, -1.41884, 0.11476], [5.19564, -1.15169, -0.29797], [5.01173, 0.21109, -0.60019], [4.04586, 0.49937, -1.59531], [9.85127, -3.59643, 5.18630], [9.38094, -4.37323, 3.58229], [8.17051, -4.02880, 4.77780], [7.05680, -2.61754, 3.00311], [8.33723, -3.31609, 1.99563], [8.95756, -1.17032, 1.18327], [8.46454, -0.37107, 2.60490], [6.78921, -2.50346, 0.07967], [7.31652, -0.95472, -0.59505], [4.55296, -1.43800, 0.54442], [4.93401, -1.76484, -1.16810], [3.07723, 0.09318, -1.29636], [4.39368, 0.11183, -2.55909], [4.01558, 1.58460, -1.67763], [-4.21118, -4.89602, -3.34437], [-3.69395, -3.73928, -2.72944], [-2.91472, -2.93908, -3.60939], [-2.29778, -1.81952, -2.78008], [-1.86561, -0.72515, -3.58039], [-2.86594, 0.22023, -3.90948], [-3.34096, 1.17911, -2.81534], [-2.21891, 1.93011, -2.38457], [-2.56042, 2.91900, -1.42609], [-4.81452, -5.42786, -2.61637], [-3.42639, -5.56470, -3.72620], [-4.72998, -4.57713, -4.25897], [-3.56704, -2.58102, -4.41451], [-2.15924, -3.59800, -4.05246], [-1.44594, -2.12481, -2.17749], [-3.09302, -1.49394, -2.10063], [-3.74376, -0.26992, -4.33956], [-2.42157, 0.82267, -4.70309], [-3.85098, 0.66799, -1.99097], [-4.05497, 1.88055, -3.26413], [-1.67789, 3.53239, -1.23540], [-2.89894, 2.47907, -0.48797], [-3.24820, 3.63884, -1.88436], [2.80218, 4.39420, -3.13833], [1.59661, 4.38413, -2.37807], [0.81616, 3.22680, -2.60362], [-0.03627, 3.25249, -3.86313], [0.77765, 3.12135, -5.01037], [0.15569, 3.67051, -6.15111], [1.01400, 3.42404, -7.36643], [2.06376, 4.37730, -7.35219], [2.71106, 4.51817, -8.59648], [3.46465, 5.03262, -2.54937], [2.68615, 4.81568, -4.13795], [3.25281, 3.40087, -3.21202], [0.11582, 3.17947, -1.76355], [1.38088, 2.29513, -2.47955], [-0.64079, 4.16391, -3.85323], [-0.74957, 2.43076, -3.71539], [-0.06455, 4.73978, -6.09405], [-0.79717, 3.15554, -6.33743], [0.45233, 3.52557, -8.30074], [1.40333, 2.40087, -7.31696], [3.50260, 5.25815, -8.48722], [2.00181, 4.81353, -9.37469], [3.23047, 3.58358, -8.84373], [-3.95562, 5.10237, 1.54362], [-2.61808, 4.63837, 1.59775], [-1.68414, 5.54376, 2.15036], [-1.39708, 6.76687, 1.29506], [-2.43204, 7.71599, 1.47077], [-2.46098, 8.68868, 0.44579], [-3.78367, 9.42713, 0.51846], [-3.95702, 10.04044, 1.78073], [-5.13619, 10.81095, 1.75882], [-4.05228, 5.87688, 0.78050], [-4.26267, 5.49270, 2.51944], [-4.57996, 4.24361, 1.30754], [-0.74204, 4.99469, 2.22171], [-2.01677, 5.74522, 3.17337], [-1.25790, 6.45959, 0.25053], [-0.45085, 7.25296, 1.57087], [-2.42322, 8.24795, -0.56111], [-1.54186, 9.28460, 0.49731], [-4.51585, 8.65711, 0.25470], [-3.79841, 10.22351, -0.23313], [-5.01669, 11.71581, 1.15983], [-5.42332, 11.08747, 2.77631], [-6.02610, 10.24278, 1.46197], [1.38548, -4.35179, -0.20460], [1.69606, -3.09624, 0.45208], [1.96603, -2.10525, 0.96010], [2.12871, -4.52209, -0.98927], [0.44143, -4.35808, -0.74658], [1.35193, -5.23914, 0.42109]], "forces_ev_per_angstrom": [[-0.4, 0.8, -1.1], [-0.4, -1.0, 0.5], [1.0, 1.0, 0.2], [-1.3, -1.1, 0.4], [0.3, 0.2, -0.4], [-0.5, 0.0, 0.0], [0.2, -0.1, -0.1], [0.5, 0.2, -0.2], [0.1, 0.2, 0.3], [-0.1, -0.2, 0.2], [0.2, -0.4, 0.3], [0.3, 0.1, 0.2], [-0.2, 0.2, -0.1], [0.2, 0.2, -0.1], [0.0, -0.5, -0.1], [0.9, -0.6, 0.3], [-0.7, 0.5, 0.1], [0.2, -0.4, -0.4], [-0.3, -0.1, -0.3], [1.8, 0.4, -0.3], [-0.3, -0.3, 0.3], [-0.3, 0.0, 0.6], [-0.7, 0.1, -0.3], [-0.1, 0.3, 0.0], [-0.1, 0.1, 0.1], [0.2, 0.1, -0.2], [-0.1, 0.0, 0.0], [-0.4, 0.3, 0.3], [0.0, -0.6, 0.2], [0.4, 0.0, 0.0], [-0.1, 0.9, -0.2], [0.1, 0.0, -0.2], [-0.1, -0.2, 0.3], [0.0, -0.4, 0.5], [0.7, 0.7, -0.6], [-0.6, -0.6, 0.3], [-0.8, 0.1, 0.1], [0.1, -0.2, -0.1], [-0.2, 0.5, -0.2], [-0.3, -0.1, 0.2], [0.3, -0.2, 0.1], [-0.5, -0.1, 0.0], [0.0, -0.1, -0.4], [0.2, -0.1, 0.2], [0.0, 0.4, -0.2], [-0.1, 0.1, 0.0], [-0.1, -0.3, -0.1], [0.1, 0.2, 0.0], [0.4, -0.2, 0.2], [0.1, -0.1, -0.1], [0.3, 0.3, 0.0], [-0.3, -0.4, 0.5], [0.5, 0.7, -0.3], [-0.8, 0.2, 0.6], [0.7, -0.4, 0.7], [-0.4, -0.3, 0.0], [-0.9, 0.1, 0.1], [0.8, -0.2, 0.2], [0.2, 0.4, 0.2], [0.1, -0.7, 0.3], [0.1, 0.0, -0.4], [0.4, 0.0, -0.1], [-0.2, 0.0, -0.1], [0.1, 0.1, -0.1], [0.4, -0.4, -0.6], [-0.3, 0.3, -0.2], [-0.3, 0.2, 0.0], [0.2, -0.1, -0.2], [0.0, 0.1, -0.1], [-0.3, 0.0, 0.1], [0.0, 0.1, -0.3], [0.1, 0.2, 0.1], [-0.2, -0.1, 0.0], [-0.2, 0.3, -0.5], [0.7, 1.3, 1.1], [-0.1, -0.2, 0.0], [0.3, 0.7, -0.6], [0.5, -1.0, 0.3], [-0.5, 0.2, -0.2], [0.0, 0.5, -0.3], [-0.1, 0.1, 0.7], [-0.3, -0.7, -0.3], [-0.4, 0.3, 0.3], [0.0, 0.0, -0.1], [-0.1, -0.6, -0.8], [-0.7, -0.6, 0.0], [0.1, -0.2, 0.2], [0.0, 0.0, -0.1], [-0.3, -0.1, 0.3], [0.0, 0.0, 0.0], [-0.1, -0.1, -0.2], [-0.1, 0.1, 0.1], [0.5, 0.1, -0.3], [0.0, 0.0, 0.0], [0.3, 0.0, -0.2], [0.1, 0.2, 0.1], [0.1, 0.0, 0.1], [-0.9, 0.4, 1.3], [-0.2, 0.0, -0.6], [0.2, -0.3, 1.1], [-0.4, -1.1, -0.4], [0.0, -0.1, -0.4], [0.7, 0.5, 0.3], [-0.5, 1.2, 0.7], [-0.2, -0.1, 0.3], [0.9, 0.2, -0.1], [0.3, -0.6, -0.6], [0.2, -0.1, 0.4], [0.4, 0.2, -0.8], [-0.2, 0.2, -0.7], [0.2, 0.5, -0.1], [-0.3, 0.6, 0.1], [0.3, 0.1, 0.5], [-0.1, -0.1, 0.0], [-0.1, -0.1, 0.0], [0.4, -0.8, -0.1], [-0.2, -0.1, -0.7], [0.0, -0.2, 0.2], [-0.5, -0.3, 0.0], [-0.3, 0.1, -0.4], [-1.4, 0.4, -0.7], [1.0, -0.2, -0.3], [-0.6, 0.2, 0.9], [0.8, -0.3, 0.3], [-0.1, -0.1, 0.2], [0.7, 0.4, -0.7], [-0.4, 0.1, 0.2], [0.3, 0.4, 0.1], [0.7, -0.1, 0.3], [0.2, 0.0, -0.1], [0.6, -0.1, 0.2], [0.1, -0.2, 0.3], [-0.2, -0.1, -0.3], [0.3, -0.1, 0.1], [-0.3, 0.0, -0.5], [-0.5, 0.1, 0.2], [0.0, 0.0, 0.4], [-0.2, -0.2, -0.3], [-0.2, -0.1, -0.1], [0.1, -0.1, 0.0], [-0.1, 0.0, -0.3], [-0.4, -0.2, 0.0], [-0.2, 0.0, 0.1], [0.5, 0.4, -0.8], [0.2, 0.1, 0.5], [0.2, -1.0, 0.2], [-0.9, 0.5, -0.3], [0.1, 0.0, 0.3], [-0.2, 0.3, -0.3], [0.5, -0.1, -0.3], [-0.3, -0.3, 0.6], [0.5, 0.5, -0.6], [-0.3, 0.1, -0.2], [0.2, 0.0, 0.4], [-0.6, -0.3, 0.3], [0.1, 0.3, 0.0], [0.2, 0.3, -0.2], [0.0, -0.3, -0.1], [0.1, 0.0, 0.2], [-0.1, -0.1, 0.0], [0.0, 0.0, 0.0], [0.1, 0.0, 0.1], [-0.2, -0.2, -0.1], [0.1, -0.4, 0.2], [-0.3, 0.2, 0.0], [-0.5, -0.3, 0.4], [0.2, 0.6, 0.6], [0.1, -0.7, -0.5], [-0.8, 0.4, 0.5], [0.3, -0.6, 1.0], [-0.3, 0.7, -0.2], [-0.4, -0.8, -0.8], [0.5, 0.4, 0.2], [-0.1, 0.1, 0.0], [0.4, -0.5, 0.4], [0.2, 0.0, -0.3], [-0.2, -0.1, 0.0], [-0.1, -0.1, 0.0], [0.1, 0.1, -0.1], [0.4, 0.1, -0.5], [0.2, 0.3, -0.2], [0.2, 0.0, -0.7], [0.2, 0.1, 0.4], [-0.1, 0.0, 0.1], [-0.3, 0.0, 0.1], [0.1, 0.0, -0.1], [-0.2, 0.2, 0.0], [0.1, -0.1, -0.1], [-0.2, 0.0, -0.3], [0.3, 0.0, 0.1], [0.1, -0.3, -0.5], [0.3, -0.4, 0.0], [0.0, 0.3, 0.6], [-0.3, -0.2, -0.8], [0.3, 0.0, 0.1], [1.2, 0.2, 0.1], [-0.6, -0.4, -0.3], [-0.6, 0.0, 0.9], [-0.2, 0.0, 0.1], [0.0, 0.2, -0.1], [0.0, 0.0, -0.1], [-0.1, -0.1, 0.0], [0.2, 0.6, 0.0], [-0.4, -0.1, -0.1], [0.1, -0.3, 0.2], [-0.1, -0.3, 0.1], [-0.3, 0.5, 0.2], [-0.6, 0.3, 0.4], [0.0, -0.2, -0.3], [-0.1, 0.0, -0.2], [0.6, 0.2, 0.1], [0.2, -0.1, -0.6], [0.2, -0.7, -1.1], [-0.4, -0.6, 0.1], [0.1, 0.4, 0.0], [0.2, 0.0, 0.1], [-0.1, 0.5, 0.2], [0.2, 0.4, 0.5]], "lumo_energy_ev": 0.47, "orbital_gap_ev": 9.57}

---

# 2
{"formula": "CH3N3O", "method": "ωB97M-V/def2-TZVPD", "elements": ["C", "N", "N", "N", "O", "H", "H", "H"], "positions_angstrom": [[-0.67566, 0.89870, -1.60297], [-0.77181, 1.77162, -2.33364], [0.53269, -0.93471, 1.20251], [0.64755, -0.11016, 0.07107], [-0.69163, -0.01093, -0.72969], [-0.13661, -0.62305, 1.78855], [0.28619, -1.90974, 1.13125], [0.80928, 0.91826, 0.47293]], "forces_ev_per_angstrom": [[-1.3, -2.2, 1.6], [0.3, 2.3, -1.9], [3.2, -1.1, -1.9], [6.2, 1.4, 8.0], [-6.6, 0.4, -5.4], [-2.5, 2.2, 2.6], [0.3, -0.2, -1.5], [0.4, -2.7, -1.4]], "multiplicity": 3, "lumo_energy_ev": [0.55, -3.05], "orbital_gap_ev": [6.96, 7.43], "de_lowest_ev": 4.257}

---

no.,largest force on an atom (eV/Å)
1,1.90
2,10.24